This record from OMol25 describes a 11-piece molecular cluster, C31H91Cl3O40P10 overall in a non-equilibrium geometry. The level of theory is ωB97M-V/def2-TZVPD.

As for the energy relative to the best compared isomer or geometry (same formula, charge and spin): 21.47 kcal per mole. The value obtained for the energy is -9040.26981 Eh. The SMILES is COP(=O)(OC)OC.COP(=O)(OC)OC.COP(=O)(OC)OC.COP(=O)(OC)OC.COP(=O)(OC)OC.COP(=O)(OC)OC.COP(=O)(OC)OC.COP(=O)(OC)OC.COP(=O)(OC)OC.COP(=O)(OC)OC.ClC(Cl)Cl.

Cartesian coordinates (Å):
1 C -25.55522 6.37380 5.79254
2 Cl -24.47781 5.07176 5.41870
3 Cl -26.38257 7.07674 4.31604
4 Cl -24.71146 7.77044 6.61662
5 H -26.29943 6.03136 6.51154
6 C -26.18469 0.70928 -0.89923
7 O -27.54202 0.41388 -1.07129
8 P -28.58969 0.90983 0.04782
9 O -28.07637 0.84625 1.45216
10 O -29.14519 2.33155 -0.59002
11 C -28.38671 3.46333 -0.36454
12 O -29.87317 -0.09855 -0.24800
13 C -30.80706 -0.32917 0.79909
14 H -25.65687 -0.17380 -0.53912
15 H -26.03122 1.55429 -0.22802
16 H -25.84309 0.99282 -1.89472
17 H -27.32197 3.31480 -0.18461
18 H -28.82321 3.99509 0.48091
19 H -28.39672 4.15060 -1.21050
20 H -30.86894 0.58910 1.38310
21 H -30.53622 -1.22141 1.36358
22 H -31.81488 -0.35585 0.38475
23 C -28.01456 -0.44468 4.34087
24 O -27.56781 -1.16100 5.46791
25 P -26.43104 -2.32658 5.31689
26 O -24.98404 -1.99950 5.25394
27 O -26.76734 -3.36140 6.55789
28 C -26.45178 -2.88365 7.89477
29 O -26.91377 -3.19167 4.05325
30 C -28.25699 -3.61712 3.75659
31 H -27.79491 0.62290 4.32991
32 H -29.09593 -0.58154 4.34291
33 H -27.58664 -0.81126 3.40781
34 H -26.17206 -1.83221 7.96045
35 H -25.72701 -3.52913 8.39092
36 H -27.30006 -3.00940 8.56760
37 H -28.89958 -3.68312 4.63454
38 H -28.19642 -4.61395 3.31984
39 H -28.60378 -2.87553 3.03696
40 C -25.87097 8.23129 10.40597
41 O -27.24030 7.89868 10.38190
42 P -27.99207 7.04944 9.15875
43 O -27.55196 5.64778 9.04033
44 O -29.60616 7.18778 9.40865
45 C -30.55333 6.23652 8.81171
46 O -27.72106 7.88833 7.80715
47 C -27.89792 9.28855 7.70555
48 H -25.52378 8.06490 11.42571
49 H -25.60356 9.25729 10.15318
50 H -25.24443 7.49663 9.90017
51 H -31.37871 6.81594 8.39805
52 H -30.95309 5.64159 9.63290
53 H -30.11389 5.61543 8.03116
54 H -28.23891 9.74851 8.63306
55 H -28.68844 9.51758 6.99090
56 H -26.97307 9.81984 7.48088
57 C -33.47968 -3.47276 2.02292
58 O -33.03359 -2.44860 2.91411
59 P -32.27308 -2.82523 4.28645
60 O -31.37135 -3.98110 4.28948
61 O -31.51640 -1.38401 4.63996
62 C -32.20063 -0.18283 4.96950
63 O -33.46342 -2.87806 5.31897
64 C -34.17263 -4.05929 5.62863
65 H -32.91884 -3.67873 1.11126
66 H -34.49189 -3.22056 1.70676
67 H -33.62794 -4.44725 2.48821
68 H -32.23445 0.50554 4.12505
69 H -31.66251 0.23013 5.82272
70 H -33.18992 -0.41255 5.36530
71 H -34.16997 -4.18897 6.71088
72 H -33.70292 -4.94986 5.21105
73 H -35.23144 -3.97218 5.38484
74 C -29.03272 3.11455 10.25037
75 O -29.83367 2.10233 10.91399
76 P -30.60371 0.97225 10.08818
77 O -31.41000 1.37915 8.92391
78 O -31.49194 0.14224 11.19691
79 C -30.97764 -0.21108 12.46316
80 O -29.33421 0.02813 9.66100
81 C -29.49977 -0.82151 8.61684
82 H -28.93485 2.87334 9.19190
83 H -28.00495 3.05840 10.60902
84 H -29.39253 4.12554 10.44149
85 H -29.93567 0.08873 12.57511
86 H -31.01406 -1.27411 12.70135
87 H -31.39684 0.38200 13.27596
88 H -30.52175 -0.88139 8.24258
89 H -29.14020 -1.80333 8.92482
90 H -28.84570 -0.52245 7.79778
91 C -33.86515 11.10073 5.04823
92 O -32.52497 11.49619 4.84181
93 P -31.26394 10.50474 5.14248
94 O -31.58295 9.05371 5.11591
95 O -30.19542 10.91143 4.01791
96 C -30.49430 10.74644 2.59265
97 O -30.50256 11.00893 6.48955
98 C -31.24160 11.26760 7.70824
99 H -34.22301 11.83461 5.77035
100 H -34.03661 10.11611 5.48326
101 H -34.45186 11.26673 4.14472
102 H -31.44925 10.26109 2.39108
103 H -29.70468 10.17356 2.10643
104 H -30.58940 11.68349 2.04403
105 H -31.01819 12.29697 7.98856
106 H -30.84089 10.53987 8.41390
107 H -32.32179 11.15185 7.61941
108 C -24.89339 3.98696 10.12250
109 O -23.70339 3.78718 9.37105
110 P -23.46381 2.43509 8.50116
111 O -22.21025 2.40421 7.76137
112 O -23.62772 1.25336 9.61681
113 C -22.55503 0.87067 10.46964
114 O -24.85782 2.33959 7.57648
115 C -24.91597 1.36898 6.57357
116 H -24.54256 4.07984 11.15031
117 H -25.58193 3.14939 10.01083
118 H -25.50160 4.84432 9.83416
119 H -22.76588 1.02795 11.52743
120 H -21.71583 1.56331 10.40553
121 H -22.30477 -0.18198 10.33777
122 H -25.42148 1.79183 5.70537
123 H -25.61012 0.56932 6.83200
124 H -23.92693 0.97850 6.33390
125 C -34.34314 0.53176 1.53388
126 O -33.48388 1.68669 1.50694
127 P -33.95851 2.95755 0.62929
128 O -33.07630 4.14927 0.69396
129 O -35.47683 3.14743 1.18532
130 C -35.72291 3.62130 2.48561
131 O -34.26674 2.47621 -0.85487
132 C -33.20429 2.58494 -1.80330
133 H -34.12830 -0.23974 0.79447
134 H -35.41376 0.69790 1.41435
135 H -34.13785 0.02380 2.47618
136 H -36.11945 2.86919 3.16764
137 H -36.52591 4.31281 2.23040
138 H -34.81433 4.08949 2.86427
139 H -32.85391 1.60147 -2.11653
140 H -32.25174 3.04130 -1.53406
141 H -33.54271 3.11842 -2.69155
142 C -27.19415 5.92627 -3.17240
143 O -26.56968 5.49200 -1.99636
144 P -26.53852 6.47146 -0.67366
145 O -25.84338 7.75204 -0.83060
146 O -28.12593 6.69455 -0.33769
147 C -28.49680 7.53541 0.73176
148 O -26.01926 5.57250 0.58003
149 C -24.75486 5.83480 1.26652
150 H -28.02052 5.25470 -3.40520
151 H -26.53609 5.95192 -4.04097
152 H -27.74646 6.85773 -3.04817
153 H -28.72322 6.98615 1.64562
154 H -29.36257 8.17027 0.54341
155 H -27.63805 8.18053 0.91740
156 H -24.83783 5.78874 2.35238
157 H -24.47688 6.85924 1.01885
158 H -24.01352 5.07586 1.01651
159 C -28.19863 2.74765 6.44513
160 O -27.95758 3.15927 5.12241
161 P -28.93271 4.16058 4.30175
162 O -28.57647 4.50723 2.88752
163 O -30.33885 3.38984 4.43939
164 C -31.35676 3.32751 3.44973
165 O -29.13329 5.44332 5.29531
166 C -29.94030 6.50915 4.87520
167 H -28.07418 1.67571 6.59862
168 H -29.20634 3.04288 6.73748
169 H -27.44286 3.30373 6.99980
170 H -32.35053 3.11245 3.84250
171 H -31.08815 2.53145 2.75529
172 H -31.58780 4.22769 2.88016
173 H -30.94252 6.23653 4.54455
174 H -29.49370 7.05732 4.04566
175 H -29.94635 7.20837 5.71135

Atoms 1-3, force components in eV/Å:
C -0.42 1.42 0.00
Cl 0.11 0.01 -0.15
Cl 0.48 -0.69 0.99